A structure of composition C9H25AlN2O3. Source: the OMol25 dataset; level of theory: wB97M-V/def2-TZVPD.

Last column: Löwdin charge in e.
Atoms and positions in Å:
Al: -0.099 0.825 0.512  1.27
C: -2.281 -1.479 -2.065  -0.18
O: -1.458 -0.494 -1.653  -0.19
H: -3.092 -1.694 -1.337  0.13
H: -2.698 -1.296 -3.056  0.10
H: -1.665 -2.417 -2.076  0.13
C: -0.651 -3.825 2.347  -0.02
C: -0.398 -2.329 2.140  -0.41
C: 0.871 -1.860 2.845  -0.22
O: 1.057 -0.484 2.766  -0.28
C: 2.021 0.060 3.687  -0.04
N: -0.321 -2.023 0.695  0.08
H: 0.081 -4.352 1.719  0.09
H: -1.623 -4.076 1.931  0.09
H: -0.424 -4.155 3.357  0.10
H: -1.213 -1.740 2.570  0.15
H: 1.770 -2.411 2.536  0.15
H: 0.702 -2.221 3.870  0.15
H: 1.985 1.143 3.682  0.10
H: 3.024 -0.290 3.424  0.11
H: 1.805 -0.341 4.680  0.11
H: 0.228 -2.786 0.295  0.11
H: -1.228 -2.047 0.240  0.06
C: 2.331 2.715 -2.500  -0.01
C: 1.120 2.445 -1.595  -0.38
C: -0.182 2.909 -2.202  -0.20
O: -1.065 2.690 -1.175  -0.26
C: -2.448 2.574 -1.550  -0.04
N: 1.004 0.958 -1.342  0.03
H: 2.056 2.455 -3.526  0.10
H: 3.196 2.120 -2.212  0.09
H: 2.613 3.766 -2.475  0.11
H: 1.365 2.819 -0.597  0.13
H: -0.397 2.212 -3.027  0.15
H: -0.091 3.902 -2.647  0.16
H: -2.804 3.585 -1.747  0.11
H: -3.053 2.177 -0.736  0.10
H: -2.537 1.888 -2.392  0.09
H: 0.561 0.509 -2.142  0.11
H: 1.939 0.567 -1.246  0.12

## Properties
total energy: -25437.2744 eV
spin multiplicity: 1
energy above the lowest of the compared OMol25 structures with the same formula, charge and spin: 0.00 kJ/mol
LUMO energy: -11.530 eV
total charge: +2

---

A cluster of 2 separate species, C14H29ClINO6PS2 in total. Source: the OMol25 dataset; level of theory: wB97M-V/def2-TZVPD.

Last column: Löwdin charge in e.
Atoms and positions in Å:
C: 3.583 0.317 -0.194  -0.14
C: 2.142 0.749 0.534  -0.64
Cl: 2.476 2.346 1.411  0.48
C: 0.900 0.847 -0.584  -0.11
C: -0.463 0.109 0.060  -0.20
O: -0.927 1.029 1.076  -0.17
C: -1.899 0.550 2.021  -0.25
C: -1.796 -0.964 2.580  -0.22
C: -0.611 -1.282 3.656  -0.72
C: 0.111 -2.698 3.146  -0.17
I: 0.790 0.339 4.059  0.79
C: -1.448 -0.175 -1.213  -0.35
O: -2.896 -0.059 -0.939  -0.03
C: -1.248 -1.805 -1.557  -0.10
C: 0.201 -2.156 -2.232  -0.16
C: 0.344 -3.803 -2.404  -0.20
O: 1.153 -4.376 -1.277  -0.15
O: -1.108 0.517 -2.457  -0.10
C: -1.695 1.844 -2.594  -0.64
O: -1.697 2.687 -1.391  -0.08
N: -3.065 1.858 -3.306  0.05
C: -3.991 2.529 -2.507  -0.52
S: -5.343 2.967 -1.540  0.65
P: -0.533 2.780 -3.853  0.40
S: -1.345 4.440 -4.491  0.11
H: 4.361 1.191 -0.145  0.06
H: 4.078 -0.625 0.346  0.10
H: 3.457 0.012 -1.316  0.08
H: 1.866 -0.157 1.228  0.07
H: 1.309 0.299 -1.531  0.11
H: 0.736 2.008 -0.749  0.11
H: -0.032 -0.930 0.457  0.14
H: -1.900 1.296 2.954  0.12
H: -2.992 0.679 1.555  0.14
H: -2.827 -1.208 3.131  0.14
H: -1.746 -1.758 1.689  0.11
H: -1.125 -1.564 4.689  0.09
H: 0.158 -2.781 1.971  0.06
H: 1.208 -2.820 3.536  0.07
H: -0.580 -3.562 3.590  0.11
H: -3.437 -0.645 -1.548  0.13
H: -2.102 -2.225 -2.243  0.14
H: -1.305 -2.429 -0.542  0.13
H: 0.376 -1.574 -3.242  0.13
H: 1.039 -1.861 -1.435  0.11
H: -0.727 -4.266 -2.308  0.12
H: 0.871 -3.991 -3.436  0.14
H: 0.702 -4.110 -0.412  0.09
H: -0.890 3.313 -1.410  0.11
H: -0.288 1.968 -5.053  0.01
H: 0.727 3.060 -3.210  -0.02
O: 4.528 3.419 4.258  0.32
H: 4.407 3.007 5.152  0.21
H: 4.767 4.378 4.331  0.21
H: 3.728 3.287 3.688  0.14

## Properties
total energy: -80328.0313 eV
spin multiplicity: 1
LUMO energy: -5.045 eV
total charge: +1